Record 1
Entry from the OMol25 dataset: a 2-piece molecular cluster, C2H8NO2P overall in a non-equilibrium geometry (wB97M-V/def2-TZVPD).

The energy relative to the best compared isomer or geometry (same formula, charge and spin) comes out at 427.21 kJ/mol. The calculation puts the total energy at -627.49328 Ha. The HOMO energy is -9.4 eV. Its lowest unoccupied orbital energy is 0.408 eV.

Geometry as XYZ:
```
14
Properties=species:S:1:pos:R:3:forces:R:3:nbo_charge:R:1
C -1.359346 -0.809327 1.461438 1.808 -3.311 -5.693 -0.976
C 1.872079 -0.584452 -0.098962 -3.234 4.088 -0.788 -0.753
N -0.443178 1.079057 -2.051009 -2.758 2.117 -1.127 -0.501
O -0.343911 1.683058 1.003902 0.087 -0.320 -0.498 -1.075
O -1.086546 0.197475 -1.145280 0.858 0.465 2.159 -0.646
P -0.398559 0.329599 0.412365 1.764 -0.823 -1.335 1.936
H -0.604257 -1.409729 1.877200 0.959 -0.842 1.001 0.245
H -1.788914 -0.240682 2.125762 -2.777 2.814 3.568 0.242
H -1.983603 -1.534981 0.850527 0.372 1.246 0.795 0.260
H 1.996356 -1.517645 0.284161 0.133 -2.550 1.069 0.191
H 1.720141 -0.516522 -1.165741 0.194 -0.461 -0.228 0.192
H 2.585344 0.166697 0.216140 -0.140 0.025 0.343 0.210
H 0.502936 1.049951 -1.897652 2.998 -0.528 0.482 0.325
H -0.668544 2.107501 -1.872852 -0.266 -1.920 0.252 0.349
```
Positions in Å, forces in eV/Å.

***

Record 2
Entry from the OMol25 dataset: one molecule with the formula C2H8NO2P in a non-equilibrium geometry (wB97M-V/def2-TZVPD).

The energy relative to the best compared isomer or geometry (same formula, charge and spin) comes out at 270.51 kJ/mol. The calculation puts the total energy at -627.55296 Ha. As for the SMILES: COPOCN. The HOMO energy is -8.9 eV. Its lowest unoccupied orbital energy is 0.966 eV.

Geometry as XYZ:
```
14
Properties=species:S:1:pos:R:3:forces:R:3:nbo_charge:R:1
C -0.044871 -1.424605 1.668573 0.646 0.376 1.574 -0.258
O 0.572491 -1.550254 0.389312 0.613 -0.084 0.516 -0.823
P -0.142906 -1.168083 -1.042087 -0.529 1.384 0.363 1.109
O 0.735816 0.160869 -1.601059 -1.774 -0.201 0.626 -0.806
C 0.256029 1.517088 -1.268474 0.686 0.355 2.723 0.089
N -0.563872 1.744119 0.013075 1.606 -1.116 -1.860 -0.862
H -1.072747 -1.812343 1.623008 0.445 -0.276 0.376 0.188
H -0.128162 -0.380324 2.039805 0.018 -0.176 -0.680 0.163
H 0.633600 -1.850465 2.543067 -1.438 0.090 -2.263 0.206
H 0.566251 -2.095570 -1.780107 0.605 -0.233 -0.364 -0.091
H 1.226770 1.973889 -1.046137 -0.332 0.218 -0.177 0.174
H -0.213429 2.074800 -2.040899 -0.481 -0.209 -1.128 0.174
H -1.582377 1.857362 -0.074278 0.851 -0.778 -0.183 0.378
H -0.242594 0.953516 0.576198 -0.916 0.650 0.478 0.359
```
Positions in Å, forces in eV/Å.

***

Record 3
Entry from the OMol25 dataset: one molecule with the formula C2H8NO2P in a non-equilibrium geometry (wB97M-V/def2-TZVPD).

The energy relative to the best compared isomer or geometry (same formula, charge and spin) comes out at 330.71 kJ/mol. The calculation puts the total energy at -627.53003 Ha. As for the SMILES: CP(C)(=O)NO. The HOMO energy is -9.8 eV. Its lowest unoccupied orbital energy is 0.678 eV.

Geometry as XYZ:
```
14
Properties=species:S:1:pos:R:3:forces:R:3:nbo_charge:R:1
C -0.705239 -1.094250 -1.363982 -1.071 1.534 1.192 -1.002
P 0.293219 -0.584506 0.122400 -1.251 0.898 -0.128 2.031
C -0.848187 0.140342 1.399642 1.209 -0.558 1.377 -1.055
O 1.163732 -1.674568 0.551714 0.549 -0.814 0.581 -1.091
N 1.341927 0.696950 -0.287900 3.516 -0.612 3.485 -0.667
O 0.972832 2.039791 -0.442030 -1.010 0.274 0.303 -0.578
H -0.458793 -0.422003 -2.184287 0.381 -0.340 -0.243 0.250
H -0.550402 -2.162254 -1.563597 -0.041 0.513 0.031 0.269
H -1.785785 -0.822821 -1.163824 1.005 -0.746 -0.109 0.240
H -0.446433 0.292594 2.480910 0.131 -0.753 -1.959 0.261
H -1.007816 1.202239 1.126917 -1.130 -0.833 -0.338 0.261
H -1.605463 -0.672620 1.525093 -0.318 1.472 -0.307 0.253
H 1.973264 0.591783 0.766464 -1.920 0.542 -3.869 0.351
H 1.663142 2.469324 -0.967520 -0.049 -0.577 -0.015 0.476
```
Positions in Å, forces in eV/Å.